(1)
Entry from OMol25: a molecular structure, C14H27CoN2S in a non-equilibrium geometry (ωB97M-V with the def2-TZVPD basis set).

The geometry in XYZ format:
```
45
Properties=species:S:1:pos:R:3:mulliken_spin:R:1
C -2.05 -1.71 0.18 0.75
H -2.94 -2.08 -0.37 -0.01
H -1.03 -1.98 -0.23 0.09
H -3.09 -0.14 -0.25 0.00
C -2.06 -1.61 1.64 0.00
H -1.02 -1.32 1.97 0.00
H -2.76 -0.84 2.00 0.02
C -2.47 -2.97 2.23 0.08
H -2.57 -2.99 3.31 0.01
H -3.46 -3.22 1.80 0.00
H -1.77 -3.76 1.95 -0.01
C 1.87 1.25 -0.06 0.13
C 1.72 0.23 0.96 0.04
C 1.68 -1.05 0.31 0.21
C 1.74 -0.83 -1.12 0.08
C 1.86 0.59 -1.35 0.10
C 1.83 1.24 -2.69 0.03
C 1.70 -1.90 -2.16 0.01
C 1.79 -2.38 0.98 0.01
C 1.78 0.45 2.43 0.01
C 1.93 2.71 0.21 0.02
Co 0.31 0.25 -0.33 2.21
H 1.25 -1.49 -3.08 0.00
H 2.69 -2.28 -2.46 0.01
H 1.11 -2.79 -1.87 0.00
H 1.25 0.60 -3.38 0.00
H 1.31 2.20 -2.64 0.01
H 2.84 1.40 -3.10 0.01
H 1.43 2.96 1.17 -0.01
H 2.97 3.08 0.22 0.01
H 1.38 3.24 -0.57 0.00
H 1.24 -0.32 3.00 0.00
H 2.82 0.45 2.80 0.01
H 1.35 1.41 2.71 0.00
H 1.20 -3.15 0.48 0.00
H 2.82 -2.79 1.00 0.01
H 1.47 -2.37 2.04 0.00
N -1.50 3.26 -1.30 0.01
C -2.39 2.33 -0.85 0.03
N -3.67 2.73 -0.69 0.00
S -1.89 0.68 -0.61 0.11
H -1.80 4.19 -1.55 0.00
H -0.53 3.01 -1.43 0.01
H -4.36 2.05 -0.36 0.00
H -3.99 3.66 -0.94 0.00
```

Output
Spin multiplicity: 5
Total charge: +2
Energy in a.u.: -2439.344211

(2)
Entry from OMol25: 4 unconnected molecules or ions with the total composition C14H27N2O15S3 in a non-equilibrium geometry (ωB97M-V with the def2-TZVPD basis set).

The geometry in XYZ format:
```
61
Properties=species:S:1:pos:R:3:lowdin_charge:R:1
N 5.22 1.67 -3.74 0.11
C 4.99 1.45 -2.47 -0.15
C 5.17 0.01 -1.74 -0.09
N 4.71 -1.15 -2.62 -0.09
C 5.96 -1.72 -3.25 -0.08
C 6.40 -3.02 -2.45 -0.15
O 5.42 -4.04 -2.71 -0.14
C 4.09 -3.67 -2.26 -0.09
C 3.91 -2.14 -1.83 -0.20
C 2.39 -1.62 -1.81 0.00
C 1.54 -2.03 -3.09 -0.39
O 0.66 -2.93 -2.93 0.06
O 1.71 -1.50 -4.39 0.06
H 5.52 0.76 -4.13 0.03
H 4.68 2.32 -1.78 0.13
H 6.27 -0.13 -1.44 0.16
H 4.59 0.08 -0.76 0.14
H 4.10 -0.73 -3.35 0.17
H 6.80 -0.95 -3.40 0.15
H 5.66 -2.05 -4.31 0.17
H 7.38 -3.38 -2.95 0.16
H 6.64 -2.85 -1.35 0.15
H 3.35 -4.04 -3.05 0.15
H 3.88 -4.30 -1.32 0.16
H 4.27 -2.07 -0.73 0.17
H 1.88 -1.92 -0.84 0.13
H 2.44 -0.47 -1.79 0.15
H 0.84 -1.71 -4.83 0.15
C -2.31 -2.49 0.53 -0.15
C -1.48 -1.72 -0.48 -0.17
O -0.73 -0.78 0.29 -0.20
S -0.40 -1.43 1.74 0.64
O 0.93 -1.98 1.69 -0.25
O -0.83 -0.51 2.75 -0.21
O -1.46 -2.66 1.67 -0.18
H -3.19 -1.92 0.85 0.12
H -2.63 -3.46 0.15 0.14
H -2.10 -1.21 -1.22 0.14
H -0.77 -2.38 -0.99 0.10
C -5.99 1.30 2.61 -0.18
C -6.24 -0.20 2.53 -0.16
O -6.75 -0.42 1.21 -0.19
S -6.09 0.66 0.20 0.65
O -4.98 0.03 -0.47 -0.26
O -7.14 1.33 -0.51 -0.22
O -5.50 1.67 1.32 -0.19
H -6.93 1.84 2.79 0.14
H -5.27 1.56 3.39 0.08
H -6.95 -0.55 3.28 0.14
H -5.30 -0.76 2.62 0.13
C -2.38 5.12 3.87 -0.17
C -3.50 6.10 3.57 -0.17
O -4.70 5.34 3.70 -0.18
S -4.49 4.21 4.84 0.69
O -5.04 4.70 6.07 -0.21
O -4.85 2.93 4.28 -0.25
O -2.87 4.29 4.93 -0.18
H -2.17 4.47 3.01 0.13
H -1.46 5.62 4.18 0.14
H -3.42 6.53 2.57 0.14
H -3.52 6.91 4.31 0.14
```

Output
Total charge: +1
Energy in a.u.: -2981.905432

(3)
Entry from OMol25: 5 unconnected molecules or ions with the total composition C14H27N2O16S6 in a non-equilibrium geometry (ωB97M-V with the def2-TZVPD basis set).

The geometry in XYZ format:
```
65
Properties=species:S:1:pos:R:3:lowdin_charge:R:1
S 1.32 -1.47 -1.56 0.82
C 0.05 -1.16 -2.39 -0.76
N -0.92 -0.92 -3.09 0.06
C -1.97 -1.98 -3.18 -0.36
C -1.75 -2.75 -4.48 -0.12
C -2.85 -3.82 -4.60 -0.13
C -4.09 -3.58 -3.77 -0.11
N -4.44 -2.13 -3.61 0.07
C -3.28 -1.22 -3.26 -0.57
S -3.65 -0.23 -1.79 0.86
H -1.90 -2.62 -2.31 0.15
H -0.78 -3.20 -4.41 0.08
H -1.82 -2.08 -5.32 0.13
H -3.13 -4.01 -5.63 0.12
H -2.42 -4.75 -4.24 0.13
H -4.93 -4.03 -4.29 0.13
H -4.07 -4.06 -2.81 0.13
H -5.10 -2.06 -2.83 0.14
H -4.92 -1.77 -4.43 0.19
H -3.19 -0.49 -4.05 0.12
H -3.95 -1.19 -0.90 -0.11
C 2.71 1.06 1.20 -0.17
C 1.97 0.08 2.08 -0.17
O 2.76 -0.01 3.28 -0.18
S 3.45 1.41 3.55 0.61
O 2.66 2.13 4.49 -0.23
O 4.83 1.21 3.75 -0.20
O 3.20 2.05 2.11 -0.17
H 3.57 0.59 0.71 0.13
H 2.07 1.51 0.45 0.13
H 1.87 -0.90 1.62 0.12
H 0.98 0.45 2.35 0.09
C 3.45 -5.01 -6.97 -0.14
C 3.47 -3.79 -6.09 -0.15
O 2.24 -3.11 -6.40 -0.18
S 1.12 -4.19 -6.76 0.60
O 0.32 -4.42 -5.60 -0.25
O 0.52 -3.83 -7.99 -0.20
O 2.08 -5.44 -6.96 -0.18
H 3.73 -4.78 -8.00 0.14
H 4.09 -5.81 -6.60 0.14
H 4.31 -3.13 -6.29 0.14
H 3.46 -4.06 -5.03 0.13
C 2.19 4.77 6.45 -0.15
C 0.77 5.27 6.24 -0.17
O 0.75 6.56 6.87 -0.19
S 2.19 7.26 6.70 0.60
O 2.16 8.14 5.60 -0.22
O 2.62 7.68 7.98 -0.21
O 3.00 5.94 6.28 -0.18
H 2.33 4.40 7.46 0.14
H 2.46 4.01 5.73 0.10
H 0.03 4.62 6.70 0.12
H 0.54 5.39 5.18 0.12
C -1.75 1.86 5.54 -0.15
C -2.94 2.10 4.64 -0.15
O -2.41 2.87 3.55 -0.18
S -0.90 2.42 3.27 0.59
O -0.90 1.48 2.21 -0.24
O -0.08 3.57 3.26 -0.19
O -0.66 1.62 4.64 -0.19
H -1.52 2.73 6.15 0.12
H -1.89 0.99 6.19 0.14
H -3.73 2.66 5.14 0.14
H -3.35 1.17 4.25 0.13
```

Output
Total charge: +1
Energy in a.u.: -4251.773346

(4)
Entry from OMol25: a molecular structure, C14H27N2O2ReSSeTe (ωB97M-V with the def2-TZVPD basis set).

The geometry in XYZ format:
```
49
Properties=species:S:1:pos:R:3:mulliken_spin:R:1
Re -0.61 0.07 -0.41 2.50
N 1.55 0.18 0.15 0.03
C 2.24 -0.93 0.83 -0.02
C 1.64 -1.21 2.21 0.01
C 1.01 -2.60 2.33 0.00
C -0.02 -2.91 1.25 0.00
N -0.93 -1.77 1.05 0.01
H 1.99 0.35 -0.75 -0.02
H 1.59 1.03 0.71 0.00
H 3.31 -0.69 0.92 0.00
H 2.17 -1.79 0.17 0.00
H 0.88 -0.45 2.41 0.01
H 2.40 -1.09 2.99 0.00
H 0.55 -2.69 3.32 0.00
H 1.79 -3.37 2.28 0.00
H -0.57 -3.81 1.54 0.00
H 0.46 -3.12 0.30 0.00
H -1.16 -1.28 1.91 0.00
H -1.82 -2.07 0.64 -0.01
C -0.03 -3.55 -2.90 0.00
O -0.55 -2.53 -2.05 0.00
C 0.25 -1.42 -1.78 -0.01
O 1.38 -1.40 -2.25 0.04
H -0.28 -4.51 -2.46 0.00
H 1.05 -3.46 -3.00 0.00
H -0.49 -3.47 -3.88 0.00
Te -2.97 -0.65 -1.44 0.03
C -4.41 0.73 -0.71 0.01
C -5.73 0.45 -0.48 0.00
C -6.49 1.59 -0.10 0.00
C -5.73 2.72 -0.07 0.00
S -4.10 2.39 -0.49 0.01
H -6.14 -0.55 -0.56 0.00
H -7.54 1.57 0.15 0.00
H -6.03 3.72 0.21 0.00
C 0.49 4.03 -2.15 -0.01
C 0.83 2.60 -1.73 0.02
C 1.96 2.07 -2.62 0.00
C -0.41 1.70 -1.78 -0.17
H 1.38 4.68 -2.14 0.00
H -0.25 4.46 -1.47 0.00
H 0.07 4.04 -3.16 0.00
H 1.19 2.66 -0.69 0.01
H 1.73 2.29 -3.67 0.00
H 2.06 0.98 -2.57 0.00
H 2.92 2.53 -2.39 0.00
H -0.56 1.37 -2.82 0.03
H -1.28 2.32 -1.54 0.00
Se -1.03 1.45 1.52 0.54
```

Output
Spin multiplicity: 4
Total charge: -1
Energy in a.u.: -3955.612962